# 1
# C37H108N18O13

A cluster of 13 separate species, C37H108N18O13 in total in a non-equilibrium geometry (wB97M-V/def2-TZVPD, OMol25).

Geometry as XYZ:
```
176
Properties=species:S:1:pos:R:3:forces:R:3
C 0.064821 -0.641299 0.157402 -2.22 0.62 0.95
O 0.956240 -1.312582 0.691955 0.48 -0.04 -0.77
N -0.959212 -0.118034 0.901168 1.80 -0.71 0.30
N -0.109073 -0.403867 -1.166441 1.19 -0.44 -0.45
H -0.976034 -0.404249 1.891247 -0.44 0.72 -0.53
H -1.585120 0.554447 0.505702 -0.50 -0.16 0.05
H 0.505085 -0.839172 -1.831882 0.11 0.11 -0.04
H -0.822003 0.214830 -1.503106 -0.32 -0.18 0.00
C 3.282412 -0.404142 3.672353 1.17 0.40 0.12
O 3.952747 0.132770 4.554174 -0.68 -0.07 -0.08
N 3.294692 -1.734408 3.436645 -0.68 -0.66 -0.58
N 2.522194 0.277804 2.768131 -0.26 0.75 0.44
H 3.825044 -2.409633 3.951609 0.19 0.29 0.15
H 2.756550 -2.048651 2.644982 0.20 -0.40 0.05
H 2.155252 -0.144997 1.935264 -0.31 -0.29 -0.09
H 2.407603 1.274793 2.895033 0.05 -0.09 0.04
C -4.134082 1.170843 -0.738217 -1.12 0.43 -0.41
O -3.281798 0.282061 -0.751737 -0.05 0.29 -0.31
N -4.919473 1.542073 -1.800342 0.83 -0.20 0.52
N -4.426578 1.888894 0.394491 1.12 -0.85 -0.78
H -5.554058 2.293450 -1.614896 -0.19 0.05 -0.47
H -4.903315 1.074401 -2.703652 -0.22 -0.13 0.10
H -3.922386 1.512821 1.192213 -0.58 0.68 0.57
H -5.284960 2.400972 0.393454 -0.07 0.03 0.73
C -2.557654 2.870764 3.456496 -0.35 -0.33 0.24
O -2.695385 1.875539 2.745506 0.02 0.60 -0.06
N -2.370610 2.736895 4.795784 -1.06 -0.72 0.38
N -2.486963 4.145252 3.009085 -0.49 -0.21 -0.58
H -2.409904 3.492310 5.456082 -0.23 0.28 -0.43
H -2.573473 1.819668 5.158592 -0.13 0.04 0.02
H -2.389917 4.905650 3.653978 -0.05 0.17 -0.09
H -2.756414 4.297912 2.052409 0.12 0.19 0.05
C -5.029262 -1.206857 2.843547 0.18 1.93 0.81
O -5.247848 -0.927024 4.024036 0.21 -0.78 -0.24
N -3.860100 -0.889299 2.222781 -0.88 -0.80 0.04
N -6.003942 -1.673867 2.018236 0.09 -0.46 0.03
H -3.113994 -0.498508 2.778252 0.14 0.06 -0.45
H -3.855899 -0.963869 1.220732 0.84 0.17 -0.07
H -5.846830 -1.628818 1.029402 -0.46 -0.20 -0.08
H -6.905096 -1.792802 2.442462 -0.10 0.03 -0.33
C 0.664192 -4.894750 0.806615 -0.41 -0.85 0.45
C 1.945212 -4.592934 1.577443 -0.22 0.04 -0.96
C 2.755153 -5.869300 1.903955 0.98 0.82 0.48
O 2.275967 -6.618521 3.003976 -0.66 -0.43 -0.34
C 1.732555 -7.869925 2.636022 -0.15 0.04 -0.29
N 2.779403 -3.725889 0.734487 0.85 -0.32 0.30
H 0.240443 -3.960176 0.440871 -0.26 -0.03 0.20
H -0.021331 -5.443503 1.462377 -0.34 0.31 -0.08
H 0.804529 -5.556036 -0.053163 0.42 0.12 -0.07
H 1.622988 -4.079610 2.484801 0.50 -0.08 0.18
H 3.777525 -5.628532 2.213310 -0.05 0.66 -0.18
H 2.919219 -6.449601 0.988751 -0.53 -0.32 0.00
H 2.484026 -8.529782 2.189892 0.18 0.00 0.13
H 0.947065 -7.756093 1.882064 -0.15 0.04 0.09
H 1.315291 -8.348292 3.519685 0.04 0.08 0.05
H 2.915443 -4.268580 -0.119185 0.03 0.67 0.02
H 2.361748 -2.823683 0.484128 -0.29 -0.63 0.23
C -2.215611 7.347079 -3.293133 -0.08 -0.62 -0.64
C -1.142271 6.433859 -2.671670 -0.05 0.92 0.68
C -1.725446 5.273521 -1.865497 -1.15 -0.53 -0.60
O -0.751901 4.416785 -1.335524 0.20 0.31 -0.42
C -1.067319 3.056387 -1.127876 0.47 0.10 0.51
N -0.266905 5.966875 -3.733491 0.23 -0.36 -0.08
H -2.715192 6.731614 -4.048543 -0.29 0.19 -0.06
H -1.761578 8.180740 -3.828429 0.30 -0.16 0.01
H -2.981877 7.803262 -2.667017 0.16 -0.41 0.48
H -0.567795 7.090886 -2.011768 0.32 -0.28 0.12
H -2.297273 4.703930 -2.614974 -0.35 -0.04 0.18
H -2.395073 5.561612 -1.044243 -0.12 0.37 -0.21
H -1.348738 2.433262 -1.985578 -0.40 0.68 -0.30
H -1.815133 2.910122 -0.344157 0.06 0.05 0.18
H -0.071960 2.704205 -0.849785 -0.65 -0.81 0.61
H 0.321759 5.223636 -3.370105 0.26 0.16 0.11
H -0.791018 5.499773 -4.469208 -0.25 0.24 -0.02
C 0.802856 2.172798 -5.945658 1.08 -0.09 1.24
C 1.091306 1.300231 -4.691476 0.42 -0.14 -1.43
C 1.085737 2.043688 -3.359426 0.35 -0.55 0.49
O 2.115830 3.009956 -3.244910 -0.98 0.43 -0.72
C 2.029536 3.746679 -2.032996 1.41 -0.62 1.11
N 0.119039 0.222149 -4.634107 -0.86 0.34 1.13
H -0.182124 2.613404 -5.804219 -0.06 0.09 -0.40
H 0.920589 1.617586 -6.876233 -0.49 -0.29 0.10
H 1.585778 2.930474 -6.014378 -0.27 0.34 0.16
H 2.056807 0.788239 -4.807465 0.48 0.71 -0.01
H 1.270763 1.317384 -2.553510 -0.07 -0.32 -0.13
H 0.086656 2.420033 -3.117127 0.20 0.42 -0.64
H 1.127399 3.604832 -1.434562 0.36 0.37 -0.88
H 2.259745 4.802285 -2.172625 -0.39 0.07 -0.38
H 2.832410 3.384830 -1.378939 0.13 -0.02 0.03
H 0.095315 -0.339165 -5.474261 0.18 0.20 -0.17
H 0.457620 -0.398214 -3.904607 -0.35 -0.28 -0.34
C 0.227972 -3.957041 -2.960813 1.18 -1.14 0.74
C 1.581967 -3.239828 -2.858474 -1.10 -0.17 -0.62
C 2.827968 -4.095853 -3.051217 -0.22 -1.69 -0.03
O 3.028786 -4.943364 -1.936551 -0.12 0.56 0.97
C 4.296552 -5.533796 -1.813817 0.55 0.39 -0.34
N 1.538724 -2.164425 -3.855572 1.86 0.07 0.03
H -0.010382 -4.237924 -3.986464 -0.21 0.46 -0.12
H -0.523796 -3.372126 -2.438624 -0.28 0.01 -0.38
H 0.332329 -4.919103 -2.449737 -0.22 0.08 0.23
H 1.598242 -2.767338 -1.874037 0.38 -0.04 0.11
H 3.725713 -3.511239 -3.270608 -0.02 0.22 0.16
H 2.700895 -4.847194 -3.842826 -0.19 0.66 -0.81
H 5.130632 -4.831542 -1.941208 -0.23 0.34 -0.21
H 4.429087 -6.304937 -2.578645 0.02 -0.34 0.32
H 4.416710 -5.860783 -0.782413 -0.24 -0.55 -0.17
H 2.529889 -1.914221 -3.897645 -0.22 0.96 -0.04
H 1.446811 -2.522019 -4.805761 -0.62 -0.40 0.17
C -3.169330 -0.915842 -4.350545 0.08 -0.48 -0.20
C -4.382999 -0.345476 -5.067154 0.46 -0.98 -1.94
C -4.837104 -1.219242 -6.274114 0.06 -0.88 1.58
O -5.956388 -0.645813 -6.926449 0.75 -0.43 0.12
C -6.244690 -1.430551 -8.068771 -0.64 1.03 -0.32
N -5.501133 -0.177426 -4.185189 -1.03 0.79 0.45
H -2.333733 -1.098174 -5.027781 0.01 0.50 -0.08
H -3.342587 -1.911294 -3.934007 -0.47 0.04 0.22
H -2.849307 -0.261967 -3.540635 0.07 -0.02 -0.05
H -4.102630 0.594311 -5.552344 -0.13 0.38 0.55
H -5.162117 -2.160573 -5.801718 -0.16 -0.18 -0.07
H -4.044270 -1.561955 -6.947765 0.15 0.73 -0.28
H -6.337069 -2.496136 -7.847777 0.22 -0.02 0.04
H -5.493102 -1.204973 -8.830795 0.05 -0.48 -0.09
H -7.203525 -1.068036 -8.444584 0.02 -0.14 -0.04
H -5.792266 -1.025398 -3.707990 0.59 -0.22 0.01
H -6.316342 0.039081 -4.753372 0.05 0.33 0.04
C 1.200820 2.060731 5.822875 0.43 -0.70 -0.28
C 0.764863 3.430272 5.361047 -0.45 -0.97 -0.23
C 0.271269 3.360989 3.919522 1.11 0.59 -0.09
O 1.355960 3.178326 3.006027 0.44 -0.65 0.36
C 0.903496 3.118625 1.661136 -1.07 -0.06 0.75
N -0.359924 3.887097 6.227044 0.87 0.49 0.84
H 1.942906 1.614802 5.155043 -0.03 0.02 0.03
H 0.317614 1.414982 5.836698 0.04 -0.18 -0.01
H 1.642577 2.019352 6.820641 -0.07 0.31 0.06
H 1.610433 4.118792 5.383197 -0.26 0.33 0.28
H -0.137909 4.349515 3.694227 -0.48 -0.25 -0.04
H -0.455480 2.546235 3.856660 0.51 0.24 -0.46
H 0.528520 4.111935 1.398530 0.26 0.03 -0.55
H 0.043530 2.439346 1.609418 -0.03 -0.08 -0.08
H 1.658799 2.715708 0.988542 0.35 0.39 0.16
H 0.071787 3.870232 7.149811 -0.09 0.65 0.14
H -1.048337 3.149700 6.359360 0.74 -0.15 -0.35
C 5.484197 1.729545 1.947809 0.48 -0.83 1.02
C 5.643748 1.386249 0.480987 -0.47 -1.00 -0.75
C 4.880154 0.113349 0.112044 0.63 0.14 0.88
O 5.132055 -0.232926 -1.251436 -0.44 0.66 0.07
C 4.079147 -1.022194 -1.753728 -0.38 0.22 0.99
N 5.210135 2.540726 -0.319521 0.65 0.53 0.67
H 6.237231 2.444191 2.286161 -0.34 0.51 -0.26
H 5.708715 0.889951 2.616551 0.09 -0.35 -0.41
H 4.478293 1.976167 2.286721 0.06 0.56 -0.51
H 6.681250 1.087973 0.284061 0.24 0.39 0.06
H 3.837414 0.191649 0.437442 -0.32 0.22 -0.90
H 5.261386 -0.667243 0.780532 0.17 -0.28 -0.17
H 4.165783 -1.226387 -2.819586 0.61 -0.06 0.10
H 3.128793 -0.488398 -1.619476 -0.11 -0.06 -0.01
H 4.050646 -1.913970 -1.115711 -0.30 -0.42 -0.52
H 5.429661 2.510382 -1.309200 0.00 -0.69 -0.01
H 5.853327 3.244546 0.039860 -0.48 0.57 -0.24
C -0.691785 -2.912870 3.233400 1.07 1.03 -1.32
C -0.988443 -1.837736 4.232531 -0.56 0.26 1.59
C 0.125950 -1.820283 5.281008 -0.98 -0.71 0.93
O -0.313935 -1.141719 6.467151 0.51 0.52 -0.21
C 0.638513 -1.217440 7.508927 0.16 -0.28 0.75
N -1.244262 -0.501178 3.674640 0.78 0.05 0.38
H 0.141342 -2.549641 2.617669 0.07 -0.08 -0.01
H -1.490873 -3.020365 2.500184 -0.22 -0.51 0.34
H -0.310257 -3.810426 3.713993 -0.60 -0.28 -0.08
H -1.930543 -2.099267 4.726105 0.17 -0.11 0.29
H 1.071034 -1.443659 4.878812 -0.02 0.20 0.05
H 0.251471 -2.852363 5.623516 0.45 -0.18 -0.34
H 1.483659 -0.527865 7.456211 -0.04 0.20 -0.60
H 1.069363 -2.216159 7.634373 -0.06 -0.20 -0.41
H 0.175328 -1.026988 8.478402 -0.47 0.21 -0.23
H -1.824166 0.037223 4.309737 -0.16 -0.29 -0.03
H -0.367373 0.021074 3.704060 0.11 -0.01 -0.27
```
Forces are in eV/Å.

HOMO level = -8.52 eV
E = -93560.23830 eV



# 2
# C37H22Cl4N7O4SV

A structure of composition C37H22Cl4N7O4SV in a non-equilibrium geometry (wB97M-V/def2-TZVPD, OMol25).

Geometry as XYZ:
```
76
Properties=species:S:1:pos:R:3:forces:R:3
V -0.954139 -1.064022 0.463105 -0.56 1.78 -1.22
Cl 2.453188 -5.664940 3.796825 0.01 -0.05 0.13
C 1.853110 -4.683676 2.495942 0.15 0.08 -0.17
C 0.606782 -4.083175 2.632773 -0.12 0.13 -0.10
C 0.117500 -3.303550 1.598141 0.44 -0.48 -0.15
N -1.060044 -2.583990 1.571923 -0.17 -1.13 0.79
C -2.204470 -2.827967 2.236135 0.27 -0.28 0.01
O -2.405867 -3.578972 3.193300 -0.11 0.16 0.04
C -3.282947 -2.057505 1.555623 0.17 0.00 -0.14
C -4.548995 -1.904746 2.109836 -0.32 0.10 -0.04
C -5.512058 -1.204322 1.413899 0.25 -0.17 0.09
C -5.184537 -0.743250 0.131324 0.02 0.02 -0.11
C -3.906586 -0.928301 -0.347097 -0.32 -0.15 -0.16
N -2.929517 -1.528635 0.350219 -1.12 0.20 0.09
C 0.861638 -3.131615 0.397532 0.10 -0.72 0.35
C 2.116771 -3.718076 0.297405 -0.18 0.10 -0.05
C 2.606013 -4.482835 1.349921 -0.25 -0.03 0.26
Cl 4.189251 -5.174210 1.209005 0.21 -0.05 -0.09
N 0.217411 -2.321102 -0.540278 1.03 -0.49 -0.95
C 0.624881 -2.299152 -1.816591 -0.06 -0.36 0.41
O 1.471476 -3.009298 -2.366714 0.05 0.11 -0.13
C -0.079649 -1.258662 -2.648466 -0.13 -0.01 -0.23
C 0.473575 -0.923576 -3.882058 0.02 0.00 -0.09
C -0.135002 0.044153 -4.655396 -0.06 -0.01 0.13
C -1.293837 0.637698 -4.171307 0.01 0.01 -0.02
C -1.770927 0.240883 -2.934828 -0.17 0.04 -0.11
N -1.187782 -0.683614 -2.175702 0.22 -0.05 0.33
H 0.028732 -4.202206 3.536864 -0.02 -0.05 -0.01
H -4.733553 -2.334002 3.085270 0.05 -0.01 0.01
H -6.490036 -1.020811 1.839435 -0.03 -0.06 -0.02
H -5.917708 -0.238111 -0.484074 0.02 0.02 -0.02
H -3.638988 -0.587933 -1.336957 0.06 0.05 0.04
H 2.723890 -3.567814 -0.579471 -0.04 -0.07 -0.06
H 1.373710 -1.433421 -4.193159 0.01 -0.04 0.05
H 0.274195 0.332459 -5.615387 0.03 -0.01 0.00
H -1.820282 1.393471 -4.739068 -0.02 0.02 0.02
H -2.669994 0.703141 -2.541708 0.03 0.01 0.05
Cl 2.119569 1.440680 6.647297 0.09 0.05 0.16
C 1.683564 0.808530 5.083819 -0.30 0.13 0.01
C 2.675304 0.210128 4.292440 -0.05 -0.07 -0.28
C 2.346147 -0.280442 3.058785 0.00 0.05 0.07
Cl 3.564124 -1.059480 2.113601 0.09 -0.06 -0.02
C 1.019365 -0.189202 2.514776 -0.12 0.08 0.05
O 0.750086 -0.616594 1.344888 0.50 0.49 0.74
C 0.040995 0.415246 3.374753 0.24 -0.17 -0.46
C -1.307889 0.519681 2.947011 -0.04 0.31 0.20
O -1.787023 0.104806 1.875137 -0.22 0.28 0.65
C 0.397965 0.908574 4.645007 0.12 0.01 0.09
H 3.694064 0.145371 4.646450 -0.01 -0.06 0.03
H -1.998033 1.005150 3.655994 0.00 -0.05 -0.04
H -0.359624 1.371350 5.265291 -0.01 -0.01 0.03
N 1.449527 2.984921 -1.840994 -0.38 0.16 0.15
C 2.752247 2.640150 -2.201258 0.41 -0.05 -0.17
C 3.539902 3.541299 -2.901474 -0.10 -0.05 0.06
C 4.854489 3.223787 -3.229479 0.00 0.06 -0.02
C 5.379123 1.997998 -2.871005 0.06 -0.06 0.01
C 4.583125 1.080190 -2.190290 -0.07 0.03 0.00
C 3.282615 1.398254 -1.850694 -0.42 -0.07 0.10
S 2.293598 0.242407 -0.927586 0.63 -0.09 0.01
N 0.787852 0.938596 -0.870046 -0.46 0.94 -0.21
C 0.528689 2.129478 -1.248648 1.02 -0.77 -0.12
C -0.826080 2.654324 -1.023416 -0.91 0.46 0.08
C -1.257401 3.894778 -1.508829 0.31 -0.24 -0.07
C -2.522706 4.346660 -1.186192 -0.26 -0.06 0.16
C -3.335785 3.556046 -0.387892 0.21 0.14 -0.20
C -2.836554 2.324721 0.017512 -0.27 -0.10 0.14
N -1.630954 1.881418 -0.290967 0.37 0.16 -0.09
H 1.158953 3.914823 -2.071234 -0.01 0.03 0.03
H 3.123517 4.504996 -3.175435 0.02 0.01 -0.02
H 5.458754 3.946127 -3.762302 0.01 0.00 0.00
H 6.404871 1.747935 -3.106509 0.00 0.00 -0.04
H 4.973205 0.110970 -1.904692 0.04 -0.01 -0.01
H -0.633866 4.502761 -2.149987 0.00 0.02 0.01
H -2.870297 5.305757 -1.548897 0.02 0.00 -0.01
H -4.322811 3.884545 -0.094517 -0.03 -0.06 0.01
H -3.437834 1.654940 0.623371 0.04 -0.02 0.02
```
Forces are in eV/Å.

Expectation value of S² = 0.83
Charge = -1
Multiplicity = 2
HOMO level (alpha / beta) = -2.63 / -3.16 eV
E = -143964.16983 eV